# 1
Density functional theory data (wB97M-V/def2-TZVPD) for 14 unconnected molecules or ions with the total composition C30H83ClN3O14P at a distorted geometry.

- Highest occupied orbital energy: -0.346 Ha
- Frontier orbital gap: 9.055 eV

ORCA input file:
```
! RIJCOSX wB97M-V def2-TZVPD def2/J DEFGRID3
* xyz 0 1
N -0.1200 1.9553 -1.8786
C -0.8465 0.8915 -2.0616
C -1.8324 -0.4342 -1.8465
Cl -0.9088 -2.0534 -2.0659
C -3.1867 -0.3454 -2.8234
C -4.0332 -1.7715 -2.6694
N -4.7630 -2.7231 -2.1251
P -4.1659 1.1875 -2.1943
N -5.7340 0.6773 -1.4268
O -4.6594 2.2294 -3.5160
H -2.2712 -0.4709 -0.7379
H -2.9045 -0.2754 -3.9719
H -5.6140 -0.2551 -0.9431
H -5.8243 1.3573 -0.6129
H -5.0623 1.6981 -4.2746
C 2.2782 2.2604 0.6466
C 3.1912 1.0807 0.9086
O 2.5659 -0.1209 0.4824
H 1.3270 2.1354 1.1744
H 2.7438 3.1943 0.9740
H 2.0427 2.3386 -0.4198
H 3.4062 0.9929 1.9778
H 4.1394 1.1919 0.3739
H 2.3868 -0.0362 -0.4699
C -3.1218 5.5604 0.3091
C -2.2088 4.3807 0.5711
O -2.8341 3.1791 0.1449
H -4.0730 5.4354 0.8369
H -2.6562 6.4943 0.6365
H -3.3573 5.6386 -0.7573
H -1.9938 4.2929 1.6403
H -1.2606 4.4919 0.0364
H -3.0132 3.2638 -0.8074
C -7.3454 5.6989 -5.4710
C -7.5471 4.2065 -5.6332
O -6.2906 3.5590 -5.7685
H -6.8120 6.1111 -6.3339
H -8.3051 6.2135 -5.3700
H -6.7354 5.9135 -4.5874
H -8.1384 3.9952 -6.5292
H -8.0683 3.7846 -4.7684
H -5.7766 3.7457 -4.9642
C 4.3002 0.3902 6.2978
C 4.4736 1.1153 4.9794
O 4.9686 0.2199 3.9947
H 5.2533 -0.0322 6.6328
H 3.9235 1.0679 7.0691
H 3.6014 -0.4459 6.1910
H 5.1892 1.9361 5.0850
H 3.5225 1.5294 4.6311
H 4.3220 -0.5008 3.9023
C 8.7112 -0.8655 3.1084
C 8.9003 -2.1932 3.8123
O 8.0385 -2.2726 4.9381
H 8.9220 -0.0350 3.7903
H 9.3720 -0.7865 2.2405
H 7.6750 -0.7481 2.7746
H 9.9313 -2.2969 4.1635
H 8.6788 -3.0284 3.1409
H 7.1252 -2.1879 4.6146
C 5.8022 0.9426 10.7897
C 5.2944 1.7132 9.5887
O 3.8767 1.7859 9.6229
H 5.3837 -0.0692 10.8026
H 6.8935 0.8734 10.7758
H 5.4913 1.4275 11.7208
H 5.5883 1.2134 8.6608
H 5.6980 2.7302 9.5756
H 3.6263 2.2388 10.4464
C -11.5377 4.0333 -8.0091
C -11.8371 4.2886 -6.5464
O -10.6599 4.7173 -5.8779
H -10.7583 3.2715 -8.1150
H -12.4342 3.6976 -8.5379
H -11.1628 4.9417 -8.4919
H -12.1904 3.3731 -6.0625
H -12.6062 5.0585 -6.4317
H -10.3590 5.5352 -6.3097
C 5.1653 -3.7434 2.5907
C 3.8704 -4.4593 2.2665
O 2.7796 -3.7929 2.8850
H 5.3244 -3.7075 3.6735
H 6.0168 -4.2475 2.1250
H 5.1334 -2.7071 2.2390
H 3.8978 -5.4877 2.6390
H 3.6976 -4.4880 1.1864
H 2.7589 -2.8832 2.5412
C -8.9774 0.9370 -11.5715
C -8.9970 1.6531 -10.2370
O -10.3200 1.6829 -9.7218
H -9.6378 1.4382 -12.2868
H -7.9652 0.9093 -11.9845
H -9.3433 -0.0896 -11.4657
H -8.6517 2.6849 -10.3510
H -8.3492 1.1504 -9.5123
H -10.6142 0.7619 -9.6162
C -4.6480 -3.4829 -6.1479
C -5.6049 -2.4327 -6.6726
O -5.0310 -1.1412 -6.5347
H -4.4129 -3.2973 -5.0947
H -5.0775 -4.4842 -6.2428
H -3.7006 -3.4521 -6.6959
H -6.5419 -2.4520 -6.1080
H -5.8348 -2.6038 -7.7287
H -4.2040 -1.1318 -7.0465
C -1.1347 -5.2169 -0.2247
C -2.4296 -5.9328 -0.5488
O -3.5204 -5.2664 0.0696
H -0.9756 -5.1810 0.8581
H -0.2832 -5.7210 -0.6903
H -1.1666 -4.1805 -0.5763
H -2.4022 -6.9611 -0.1763
H -2.6024 -5.9615 -1.6290
H -3.5411 -4.3567 -0.2741
C 5.5520 -5.1329 7.2668
C 4.5951 -4.0827 6.7421
O 5.1690 -2.7912 6.8801
H 5.7871 -4.9473 8.3201
H 5.1225 -6.1342 7.1719
H 6.4994 -5.1021 6.7189
H 3.6581 -4.1020 7.3067
H 4.3652 -4.2538 5.6860
H 5.9960 -2.7818 6.3682
C 13.5010 -1.1898 4.8972
C 12.9933 -0.4192 3.6962
O 11.5755 -0.3464 3.7304
H 13.0826 -2.2016 4.9101
H 14.5924 -1.2590 4.8833
H 13.1902 -0.7048 5.8283
H 13.2872 -0.9189 2.7684
H 13.3969 0.5979 3.6832
H 11.3251 0.1065 4.5539
*
```

# 2
Density functional theory data (wB97M-V/def2-TZVPD) for a molecular structure, C30H85FeN5O14P at a distorted geometry.

- Highest occupied orbital energy (spin up / spin down): -0.288 / -0.288 Ha
- Frontier orbital gap (spin up / spin down): 7.730 / 6.792 eV
- Energy relative to the best compared isomer or geometry (same formula, charge and spin): 0.00 kcal/mol

ORCA input file:
```
! RIJCOSX wB97M-V def2-TZVPD def2/J DEFGRID3
* xyz 0 6
Fe -17.2212 0.9963 14.8345
P -15.1406 2.0198 15.2108
O -15.3083 0.4431 15.0989
O -16.3666 2.1971 16.2027
O -16.0426 2.2303 13.9019
O -13.8866 2.7262 15.4948
C -11.5175 1.2481 17.9607
C -12.9103 1.6967 18.3908
O -13.1039 3.0790 18.0455
H -11.4248 1.1173 16.8839
H -11.2846 0.2841 18.4306
H -10.7555 1.9550 18.2924
H -13.0711 1.5784 19.4594
H -13.6208 1.1338 17.7688
H -13.3303 3.0675 17.0956
C -11.9451 2.0345 12.4065
C -11.7693 3.4215 13.0102
O -11.5253 3.3347 14.4215
H -11.0268 1.4947 12.6576
H -12.1577 2.0875 11.3416
H -12.6939 1.4809 12.9815
H -12.6813 4.0300 12.9098
H -10.9842 4.0012 12.5236
H -12.4216 3.0747 14.7217
C -15.7302 3.3373 20.2544
C -16.4036 4.0055 19.0411
O -17.3484 3.1168 18.4699
H -15.4866 2.2836 20.1147
H -16.4677 3.3051 21.0686
H -14.8743 3.9174 20.5970
H -15.5787 4.2176 18.3552
H -16.8789 4.8964 19.4553
H -17.0088 2.8595 17.5836
C -12.0147 -1.3662 15.3130
C -13.1761 -2.2531 14.8275
O -14.3338 -2.0056 15.5804
H -11.1117 -1.4695 14.7046
H -11.7704 -1.6520 16.3381
H -12.2978 -0.3149 15.2358
H -12.8758 -3.2950 14.8750
H -13.3437 -1.8769 13.8048
H -14.5558 -1.0529 15.5526
C -15.3843 4.7141 9.8892
C -15.7137 3.4890 10.7231
O -16.3964 3.8944 11.8916
H -16.2978 5.2689 9.6744
H -14.8832 4.4510 8.9538
H -14.6707 5.3544 10.4121
H -14.7828 2.9320 10.8880
H -16.3863 2.8267 10.1541
H -16.1574 3.2698 12.6210
C -13.2635 6.3750 16.5481
C -11.7306 6.5510 16.6164
C -11.2005 7.4455 17.7376
O -11.4658 8.8094 17.4344
C -10.2976 9.5710 17.2583
N -10.9994 5.2837 16.5957
H -13.6833 7.1016 15.8431
H -13.6968 6.6277 17.5206
H -13.6006 5.4101 16.1735
H -11.4597 7.0955 15.7017
H -10.1342 7.2090 17.7229
H -11.6320 7.1849 18.7090
H -9.8668 9.8039 18.2456
H -10.4731 10.5038 16.7300
H -9.5018 9.0077 16.7561
H -10.9850 4.7316 15.7359
H -11.5734 4.6480 17.1595
C -15.6134 -0.0378 11.7776
C -17.0887 0.1913 11.9031
C -17.8757 -0.4067 10.7150
O -19.2440 -0.3682 11.0340
C -20.0617 -1.1584 10.2069
N -17.6890 -0.3043 13.1994
H -14.9574 0.6959 12.2350
H -15.2734 -0.1104 10.7358
H -15.3000 -1.0187 12.1619
H -17.3395 1.2536 11.8118
H -17.4228 -1.3738 10.4542
H -17.7071 0.2710 9.8680
H -19.9550 -0.8683 9.1535
H -21.1080 -0.9702 10.4473
H -19.8746 -2.2333 10.2915
H -17.3996 -1.2846 13.1916
H -18.6771 -0.3087 12.9203
C -21.1355 3.2706 14.9911
C -20.3721 1.9794 15.2133
C -21.0456 0.8744 14.4314
O -20.3014 -0.3299 14.4778
C -21.0624 -1.4509 14.1402
N -18.9514 2.1674 14.6554
H -22.2148 3.1169 14.8747
H -20.8784 3.7894 14.0625
H -21.0087 4.0094 15.7794
H -20.2187 1.6823 16.2498
H -21.1291 1.1155 13.3615
H -22.0477 0.7576 14.8604
H -20.3960 -2.3129 14.0648
H -21.4198 -1.4019 13.0969
H -21.9141 -1.6348 14.7953
H -18.6678 3.0892 15.0935
H -19.2078 2.4664 13.7101
C -17.1626 6.9635 16.1470
C -18.1734 6.1185 15.3515
C -17.8188 6.2722 13.8835
O -17.7704 7.6374 13.5043
C -17.4021 7.7628 12.1647
N -18.1049 4.7027 15.7055
H -16.1269 6.6286 16.0605
H -17.3966 6.8893 17.2154
H -17.2602 8.0043 15.8454
H -19.1506 6.5200 15.6333
H -18.5221 5.7538 13.2141
H -16.8199 5.8246 13.7683
H -16.5305 7.1543 11.9037
H -17.1596 8.8088 11.9795
H -18.2212 7.5004 11.4824
H -17.2426 4.2888 15.3560
H -18.1332 4.5970 16.7163
C -19.4067 -0.6133 18.1392
C -18.1746 0.0821 17.5582
C -16.9688 -0.0717 18.4284
O -16.6075 -1.4429 18.2835
C -15.3890 -1.7123 18.9253
N -17.9426 -0.4437 16.1554
H -19.5537 -0.4324 19.2034
H -19.3967 -1.7094 18.0799
H -20.2787 -0.3284 17.5403
H -18.4661 1.1293 17.4752
H -17.1795 0.1595 19.4739
H -16.1876 0.6010 18.0647
H -14.4873 -1.3668 18.3924
H -15.2494 -2.7968 18.9048
H -15.2350 -1.3449 19.9464
H -17.3310 -1.2525 16.3403
H -18.8432 -0.8836 15.9641
*
```

# 3
Density functional theory data (wB97M-V/def2-TZVPD) for 9 unconnected molecules or ions with the total composition C30H85N11O9 at a distorted geometry.

- Highest occupied orbital energy: -0.330 Ha
- SMILES: COC[C@H](C)N.COC[C@H](C)N.COC[C@H](C)N.COC[C@H](C)N.COC[C@H](C)N.COC[C@H](C)N.COC[C@H](C)N.NC(N)=O.NC(N)=O
- Frontier orbital gap: 9.439 eV
- Energy relative to the best compared isomer or geometry (same formula, charge and spin): 127.42 kcal/mol

ORCA input file:
```
! RIJCOSX wB97M-V def2-TZVPD def2/J DEFGRID3
* xyz 0 1
C 4.9688 -5.1371 4.6021
C 6.1350 -4.5795 3.6961
C 7.4198 -5.3479 4.0979
O 7.8512 -5.0793 5.3641
C 8.8000 -5.8668 5.9301
N 5.7355 -4.9254 2.3341
H 4.7805 -6.2055 4.4965
H 4.0323 -4.6122 4.4135
H 5.2020 -4.9833 5.6557
H 6.2076 -3.5003 3.8306
H 8.0947 -5.1493 3.2653
H 7.1188 -6.3954 4.0870
H 8.3963 -6.7292 6.4605
H 9.3097 -5.3006 6.7096
H 9.5822 -6.2112 5.2536
H 4.7957 -4.5620 2.2634
H 6.2189 -4.3011 1.7043
C -7.4461 3.5607 -11.8570
C -6.0943 3.9015 -11.2302
C -5.2983 2.5325 -10.9392
O -4.1663 2.8932 -10.1267
C -3.4714 1.7186 -9.6574
N -5.4961 4.9409 -11.9684
H -7.3301 3.2648 -12.8997
H -8.0464 4.4698 -11.8924
H -8.0614 2.8458 -11.3107
H -6.3590 4.3801 -10.2873
H -4.9461 2.0925 -11.8721
H -5.9825 1.8172 -10.4828
H -4.1774 1.0614 -9.1496
H -2.5260 1.9841 -9.1843
H -3.2047 1.0857 -10.5038
H -5.3993 4.5851 -12.9087
H -4.5185 4.9038 -11.7176
C 9.5647 -3.6764 -4.1421
C 10.0447 -2.2962 -4.3987
C 9.6052 -1.3234 -3.2920
O 8.1845 -1.3127 -3.0152
C 7.3282 -0.6189 -3.9367
N 11.4975 -2.3856 -4.5671
H 9.7408 -3.9803 -3.1103
H 10.1241 -4.3998 -4.7354
H 8.5146 -3.8047 -4.4045
H 9.5584 -1.7662 -5.2177
H 10.0316 -0.3260 -3.3993
H 9.9626 -1.7265 -2.3444
H 7.4669 0.4583 -3.8444
H 6.2629 -0.8469 -3.9736
H 7.7294 -0.8466 -4.9243
H 11.8448 -2.8694 -3.7513
H 11.9146 -1.4711 -4.6662
C -2.7674 -8.5425 2.1766
C -3.7840 -7.5961 1.6188
C -4.1205 -6.4382 2.4839
O -5.4914 -5.9346 2.1671
C -5.9822 -4.9100 3.0022
N -3.4235 -7.2167 0.2546
H -3.1986 -9.0205 3.0562
H -1.8342 -8.0765 2.4931
H -2.5520 -9.2855 1.4088
H -4.6847 -8.2052 1.5427
H -3.4587 -5.5971 2.2772
H -4.1327 -6.6906 3.5442
H -5.2138 -4.1556 3.1716
H -6.1912 -5.2988 3.9988
H -6.8686 -4.4554 2.5598
H -2.6636 -6.5596 0.3590
H -3.1458 -7.9772 -0.3491
C -3.5628 7.9741 7.0178
C -4.1024 6.5530 7.0585
C -4.0768 5.9843 5.6291
O -4.8117 6.7730 4.7536
C -6.1891 6.6706 4.9379
N -3.2532 5.6936 7.9034
H -2.6678 8.0294 6.3981
H -3.2341 8.3300 7.9942
H -4.2116 8.7772 6.6684
H -5.1019 6.6065 7.4901
H -4.5482 5.0044 5.5529
H -3.1020 5.6901 5.2401
H -6.4997 7.3451 5.7358
H -6.6069 5.6675 4.8524
H -6.5568 7.0926 4.0026
H -2.3365 5.6108 7.4874
H -3.1885 6.2309 8.7561
C -6.5852 5.0576 -2.6847
C -5.1819 5.5453 -3.0328
C -5.1203 6.9541 -3.6420
O -5.9336 7.7124 -2.7944
C -6.5611 8.9086 -3.3630
N -4.3988 5.5569 -1.8348
H -6.6071 4.0486 -2.2730
H -7.0989 4.9880 -3.6435
H -7.1980 5.7342 -2.0892
H -4.6439 4.8902 -3.7181
H -5.5035 6.9300 -4.6621
H -4.0842 7.2915 -3.6166
H -5.8287 9.6224 -3.7401
H -7.1779 9.4864 -2.6747
H -7.2272 8.6777 -4.1943
H -3.5935 6.1549 -1.9533
H -4.9142 5.9969 -1.0860
C 1.2105 0.4161 7.1638
C 2.2196 0.8950 8.1874
C 3.5048 0.0404 8.1790
O 4.1566 0.4681 9.3808
C 5.3822 -0.0657 9.6733
N 2.5819 2.2390 7.8588
H 0.2877 0.9947 7.2068
H 0.9365 -0.6161 7.3818
H 1.6588 0.5331 6.1772
H 1.7844 0.8541 9.1859
H 4.0196 0.2550 7.2425
H 3.3966 -1.0365 8.3089
H 5.2055 -1.1333 9.8040
H 5.7001 0.3880 10.6121
H 6.0476 0.1714 8.8432
H 2.8687 2.2310 6.8903
H 3.4594 2.4474 8.3134
C 2.1946 -5.4484 -5.6880
O 1.9084 -4.3479 -6.2189
N 1.8297 -5.9166 -4.4961
N 2.8287 -6.3844 -6.3839
H 1.5465 -5.1939 -3.8499
H 2.0374 -6.8729 -4.2461
H 2.8426 -7.3152 -5.9922
H 2.9291 -6.2149 -7.3745
C -1.2757 -0.7733 -0.7899
O -0.6919 -1.8470 -0.6892
N -1.1520 -0.0300 -1.8035
N -2.2139 -0.3809 0.0427
H -1.6993 0.8185 -1.8320
H -0.6895 -0.4275 -2.6086
H -2.5015 0.5870 0.0212
H -2.5933 -0.9227 0.8060
*
```

Asked for calculated total energy across the records above, the calculation gives -87393.93370 -112281.20072 -67300.81204 eV in order.